Record 1
The following is a DFT calculation (ωB97M-V/def2-TZVPD) of 10 unconnected molecules or ions with the total composition C6H29N2O9.

The geometry in XYZ format:
```
46
Properties=species:S:1:pos:R:3:nbo_charge:R:1
O 1.70187 -0.14781 -3.43710 -0.951
O 3.01338 -0.06100 0.37285 -1.008
O -0.83097 -1.46032 2.96115 -0.995
O -0.34207 1.20792 3.44638 -1.009
O 2.56676 2.43397 -0.36318 -0.990
O 1.84018 2.53785 -3.01144 -1.006
O -0.75908 2.27995 -3.59038 -0.967
O 0.65300 2.94090 1.58071 -0.986
O -2.94763 0.40178 3.23751 -0.991
N 0.76364 -2.56817 1.15387 -0.721
N -2.85299 -0.17034 -0.22274 -0.497
C 0.45847 -3.49938 0.00106 -0.217
C -1.41115 -1.82402 -0.61403 -0.130
C -0.76287 -0.57195 -0.83633 -0.342
C -1.66719 0.41884 -0.57792 -0.072
C -2.69711 -1.54113 -0.19911 -0.054
C -0.85411 -3.18726 -0.75249 -0.437
H 2.28734 2.42073 -1.31250 0.526
H 1.26660 2.76592 0.83532 0.511
H 0.10141 1.54314 4.23383 0.497
H 1.25876 -3.08111 1.87966 0.429
H -1.28852 1.88131 -2.88679 0.499
H 2.12266 3.34968 -3.44516 0.493
H -3.63773 0.30840 0.17262 0.430
H 0.87571 2.43630 -3.22633 0.516
H -1.20925 2.13186 -4.42850 0.505
H -0.09612 -2.13668 1.61329 0.483
H 1.00570 3.72192 2.01940 0.484
H 0.28679 -0.46126 -1.10399 0.244
H 1.28448 -3.44331 -0.69105 0.222
H -3.41589 0.41005 4.07962 0.481
H 3.91282 -0.25492 0.06993 0.475
H -2.08676 0.83769 3.41240 0.498
H 2.27099 0.63744 -3.48489 0.487
H 1.33369 -1.79784 0.78971 0.458
H -1.59041 1.49157 -0.60982 0.212
H -0.00534 1.72550 2.66428 0.531
H -3.51540 -2.22007 -0.00173 0.226
H -0.45724 -0.56560 3.17588 0.510
H -1.58482 -3.95551 -0.45295 0.230
H 3.31314 3.04572 -0.37041 0.496
H 0.83144 0.23573 -3.60226 0.460
H -0.62674 -3.37498 -1.82388 0.239
H 2.85625 0.88412 0.11551 0.498
H 0.39882 -4.52239 0.41204 0.221
H -1.76453 -1.20328 2.81798 0.513
```

As for the net charge: +1. The value obtained for the HOMO energy is -11.30 eV. As for the energy relative to the best compared isomer or geometry (same formula, charge and spin): 0.0 kJ/mol.



Record 2
The following is a DFT calculation (ωB97M-V/def2-TZVPD) of 8 unconnected molecules or ions with the total composition C6H29NO7S.

The geometry in XYZ format:
```
44
Properties=species:S:1:pos:R:3:nbo_charge:R:1
S 2.20742 2.12700 -1.58409 -0.047
O -0.02698 1.44104 -4.03509 -0.961
O 2.80708 -0.45091 -3.72494 -0.968
O -1.99305 1.92192 2.83437 -0.973
O -2.99654 -1.40839 -0.24196 -1.002
O -1.41655 0.60825 0.54638 -1.019
O -2.33828 2.24196 -1.78020 -0.964
O -3.11416 -1.27653 -3.23092 -0.946
N 0.86492 -0.87664 1.50454 -0.490
C 2.25935 1.21665 1.14493 -0.428
C -1.23173 -1.66826 2.57813 -0.658
C 1.13121 -1.79483 0.42417 -0.435
C 2.94040 1.19851 -0.22372 -0.543
C 1.98973 -0.05258 1.94658 -0.202
C 0.27215 -1.61533 2.68522 -0.201
H 0.72874 -2.59746 2.78045 0.180
H -2.40029 -0.71725 0.10657 0.505
H -0.82146 1.88284 -3.72794 0.491
H -2.22901 -1.64321 -3.11461 0.455
H 2.92863 -0.62918 1.88500 0.168
H 1.85516 -0.57879 -3.88460 0.474
H 3.90762 1.65628 -0.06207 0.226
H 0.83059 -1.42783 -0.57334 0.200
H -3.29633 -2.00242 0.44982 0.473
H 3.18320 0.25551 -0.67250 0.230
H -1.70151 2.79154 2.57477 0.456
H -3.03926 1.64336 -1.51529 0.491
H -1.70065 -0.78087 2.99040 0.234
H 1.90792 0.15877 3.00967 0.210
H 2.17875 -2.08157 0.32126 0.193
H -1.04951 1.26387 -0.06037 0.514
H -1.81230 1.42763 2.00105 0.485
H 0.59508 -1.03110 3.52819 0.198
H 1.32861 1.78524 1.09059 0.208
H 2.86322 1.85385 1.79546 0.215
H -0.34441 0.71394 -4.59050 0.472
H -0.71643 0.07596 1.01231 0.522
H 1.15597 1.33972 -1.87316 0.138
H -1.58987 -2.36659 3.32750 0.223
H -2.66768 3.12386 -1.64974 0.477
H 3.03346 0.49200 -3.61185 0.490
H -3.40065 -1.61488 -2.36116 0.488
H 0.50765 -2.69318 0.39744 0.212
H -1.59022 -1.91189 1.58326 0.207
```

As for the net charge: 0. The value obtained for the HOMO energy is -9.13 eV. The structure (SMILES) is CCN(C)CCCS.O.O.O.O.O.O.O. As for the energy relative to the best compared isomer or geometry (same formula, charge and spin): 112.9 kJ/mol.



Record 3
The following is a DFT calculation (ωB97M-V/def2-TZVPD) of a molecular structure, C6H2BrClO2Pd.

The geometry in XYZ format:
```
13
Properties=species:S:1:pos:R:3:nbo_charge:R:1
Pd 2.04018 -3.72746 0.70474 1.097
Br 1.03251 3.21161 -0.40599 0.521
Cl -3.15766 0.04381 -0.55828 0.294
O 1.32079 -1.73430 0.51336 -0.513
O -1.52013 2.03542 1.20222 -0.318
C 0.44871 1.53955 -0.06040 -0.050
C -0.96906 1.32176 0.41203 0.427
C 0.65636 -0.81687 0.02817 0.538
C 1.25613 0.45983 -0.20997 -0.234
C -0.74481 -0.99273 -0.30817 -0.311
C -1.55918 0.05995 -0.16290 -0.026
H 2.29485 0.53433 -0.47424 0.293
H -1.09870 -1.93492 -0.68056 0.280
```

As for the net charge: +2. The value obtained for the HOMO energy is -17.26 eV.



Record 4
The following is a DFT calculation (ωB97M-V/def2-TZVPD) of a gas-phase ion, C6H2F5O3S (charge -1).

The geometry in XYZ format:
```
17
Properties=species:S:1:pos:R:3:nbo_charge:R:1
S 1.84147 0.46969 0.89355 2.401
F -0.19332 1.36369 -2.47629 -0.349
F -2.55515 -1.91877 -0.22712 -0.334
F -2.83703 0.48564 1.01692 -0.314
F -0.21894 -3.14431 -0.04860 -0.333
F -1.48600 2.48019 -0.15817 -0.313
O 2.77226 1.58207 0.86108 -0.989
O 2.45358 -0.84342 1.03858 -1.009
O 0.66036 0.66050 1.71259 -1.013
C -0.27774 -1.83097 0.23483 0.190
C -1.72953 0.21709 0.29680 0.303
C 1.26081 0.50039 -0.84102 -0.524
C -1.44540 -1.20504 0.12401 0.207
C 0.09774 1.01154 -1.17303 0.304
C -1.05035 1.21217 -0.28318 0.305
H 2.04994 0.38550 -1.56375 0.233
H 0.65727 -1.42598 0.59279 0.236
```

As for the net charge: -1. The value obtained for the HOMO energy is -6.02 eV. The structure (SMILES) is O=S(=O)([O-])\C=C(F)/C(F)=C(F)\C(F)=C\F. As for the energy relative to the best compared isomer or geometry (same formula, charge and spin): 0.0 kJ/mol.



Record 5
The following is a DFT calculation (ωB97M-V/def2-TZVPD) of C6H2F8N2O6S in the gas phase.

The geometry in XYZ format:
```
25
Properties=species:S:1:pos:R:3:nbo_charge:R:1
S -1.58666 -1.26864 -0.50621 2.028
F 0.18517 -1.86277 1.38405 -0.285
F 3.70946 -2.08993 -1.12941 -0.316
F -0.13352 2.21677 3.29142 -0.317
F 2.62135 -3.39199 0.39748 -0.293
F -0.18380 -3.50361 -0.15635 -0.289
F 1.06205 -1.33932 -2.24364 -0.298
F 2.26891 -3.66298 -1.94082 -0.296
F 1.90800 -0.50589 -0.16875 -0.297
O -2.62725 2.11983 0.76379 -0.444
O -2.42149 -0.96684 0.72835 -0.800
O -0.44762 1.45166 0.45314 -0.538
O 0.42239 4.42904 3.21879 -0.520
O 0.00349 1.93883 -1.76123 -0.531
O -2.40033 -2.28769 -1.29624 -0.849
N -1.43305 0.11765 -1.52376 -0.802
N -0.96141 3.76043 1.41838 -0.674
C 0.02728 -2.08178 -0.03246 0.422
C 1.31199 -1.61641 -0.87447 0.567
C -0.22069 3.49732 2.66192 0.945
C -1.41714 2.46342 0.87515 0.870
C -0.61592 1.19146 -0.93952 0.869
C 2.46990 -2.77278 -0.86157 0.938
H -1.15003 -0.11592 -2.49032 0.461
H -0.39108 4.28016 0.73227 0.449
```

As for the net charge: 0. The value obtained for the HOMO energy is -11.69 eV. The structure (SMILES) is O=C(F)NC(=O)OC(=O)NS(=O)(=O)C(F)(F)C(F)(F)C(F)(F)F.



Record 6
The following is a DFT calculation (ωB97M-V/def2-TZVPD) of a molecular structure, C6H2O5.

The geometry in XYZ format:
```
13
Properties=species:S:1:pos:R:3:nbo_charge:R:1
O -0.97554 0.42299 -0.74636 -0.464
O -4.35949 1.15765 0.50667 -0.473
O -3.73322 -0.39907 2.02405 -0.492
O -3.93292 -2.66864 -1.85875 -0.361
O -4.69158 1.30970 -1.75452 -0.495
C -0.33077 0.52778 1.58573 -0.794
C -4.51892 0.69820 -0.76681 0.813
C -4.06527 -0.10544 0.93795 0.809
C -0.67073 0.48680 0.35320 0.704
C -4.05155 -1.77713 -1.14133 0.840
C -4.28186 -0.72218 -0.39536 -0.642
H -0.84647 1.28979 2.36579 0.286
H 0.50564 -0.03700 1.96215 0.269
```

As for the net charge: 0. The value obtained for the HOMO energy is -9.53 eV. As for the energy relative to the best compared isomer or geometry (same formula, charge and spin): 0.0 kJ/mol.



Number 1: F_max 1.18 eV Å⁻¹, molecular weight 273.30 u, E_LUMO -2.245 eV. Number 2: F_max 1.92 eV Å⁻¹, molecular weight 259.37 u, E_LUMO 0.274 eV. Number 3: F_max 3.29 eV Å⁻¹, molecular weight 327.86 u, E_LUMO -13.858 eV. Number 4: F_max 1.06 eV Å⁻¹, molecular weight 249.14 u, E_LUMO 3.458 eV. Number 5: F_max 9.90 eV Å⁻¹, molecular weight 382.14 u, E_LUMO -0.879 eV. Number 6: F_max 4.61 eV Å⁻¹, molecular weight 154.08 u, E_LUMO -0.647 eV.